C3H7NO3 | ωB97M-V/def2-TZVPD

The value obtained for the maximum force is 0.809 eV Å⁻¹. The total energy is -10857.5566 eV. The charge is 0. The value obtained for the gap between HOMO and LUMO is 10.65 eV. As for the energy above the lowest of the compared OMol25 structures with the same formula, charge and spin: 18.71 kcal per mole. For the LUMO energy, the calculation gives 0.026 Eh. Its spin multiplicity is 1. The value obtained for the molecular weight is 105.09 g mol⁻¹.

Geometry as XYZ:
```
14
Properties=species:S:1:pos:R:3:forces:R:3:lowdin_charge:R:1
O 0.734 2.446 -0.377 -0.017 0.028 0.014 -0.084
O -1.531 -2.202 1.516 0.058 0.032 -0.088 0.072
O -0.873 -1.778 -0.596 0.040 -0.210 -0.052 0.104
N -0.059 -0.523 1.074 0.006 -0.074 0.030 0.080
C -0.868 -1.549 0.739 -0.207 -0.089 0.383 -0.624
C 0.839 0.119 0.147 0.441 -0.125 -0.343 -0.166
C 0.194 1.169 -0.751 0.525 0.615 0.013 -0.226
H -1.389 -2.592 -0.690 -0.050 0.113 -0.125 0.128
H -0.881 1.177 -0.606 -0.256 -0.188 -0.111 0.115
H 1.353 -0.628 -0.465 -0.299 -0.082 0.030 0.122
H 0.444 0.972 -1.798 -0.193 -0.074 0.011 0.116
H -0.006 -0.326 2.058 -0.016 0.004 -0.034 0.153
H 1.642 0.577 0.712 -0.027 0.334 0.181 0.125
H 0.399 3.138 -0.962 -0.004 -0.284 0.089 0.084
```
Forces are in eV/Å.


C3H7NO3 | ωB97M-V/def2-TZVPD

The value obtained for the maximum force is 4.473 eV Å⁻¹. The total energy is -10852.7261 eV. The charge is 0. The value obtained for the gap between HOMO and LUMO is 9.99 eV. As for the energy above the lowest of the compared OMol25 structures with the same formula, charge and spin: 130.10 kcal per mole. For the LUMO energy, the calculation gives 0.031 Eh. Its spin multiplicity is 1. The value obtained for the molecular weight is 105.09 g mol⁻¹.

Geometry as XYZ:
```
14
Properties=species:S:1:pos:R:3:forces:R:3:lowdin_charge:R:1
O -1.898 -1.075 -0.327 0.705 0.111 1.108 -0.073
O 1.037 0.758 0.575 -0.614 1.718 -0.486 -0.215
O -1.167 1.785 0.925 0.141 0.202 0.131 0.083
N 1.849 0.479 -0.566 -0.373 0.190 -0.040 0.008
C -0.611 -0.542 0.456 -4.045 -0.883 -1.693 -0.153
C -0.542 0.892 0.141 3.486 -1.318 0.785 -0.284
C -0.615 -1.517 -0.642 0.666 0.099 0.117 -0.199
H 2.353 1.342 -0.762 0.032 -0.142 0.110 0.080
H -0.203 -1.200 -1.599 -0.069 -0.067 0.023 0.112
H -1.092 1.531 1.855 -0.068 -0.060 -0.136 0.124
H -0.400 -2.554 -0.384 0.020 0.026 -0.067 0.115
H 2.529 -0.212 -0.254 -0.144 0.144 0.072 0.084
H -0.593 1.164 -0.912 0.034 -0.053 0.215 0.166
H -0.646 -0.851 1.495 0.229 0.033 -0.141 0.152
```
Forces are in eV/Å.